No. 1
Below is a molecular structure, C35H57BN8PSV, with properties calculated with the ωB97M-V functional and the def2-TZVPD basis.

Structure (XYZ):
```
104
Properties=species:S:1:pos:R:3:forces:R:3
V 0.0965 0.1220 -0.0248 -0.295 0.512 -0.315
C -4.4026 -2.0840 -1.9024 0.001 -0.035 -0.002
C -3.5682 -0.8939 -1.5753 -0.028 0.115 0.043
C -3.8780 0.4492 -1.6994 0.025 -0.098 -0.029
C -2.7438 1.1398 -1.2498 0.016 0.119 -0.014
N -1.8228 0.2648 -0.8783 0.262 -0.089 0.051
N -2.3194 -0.9844 -1.0746 -0.169 -0.148 -0.026
B -1.4960 -2.2485 -0.6914 -0.007 -0.056 0.032
N -1.1832 -2.1937 0.8327 -0.055 -0.261 0.176
N -1.1796 -0.9690 1.4442 0.508 0.155 -0.373
C -1.5720 -1.1420 2.7009 -0.039 0.068 0.038
C -1.7613 -2.5126 2.9420 0.052 -0.014 -0.084
C -1.5121 -3.1429 1.7408 -0.114 0.134 0.087
C -1.6063 -4.5884 1.3988 -0.001 -0.045 -0.016
C -2.0471 0.0134 3.5533 -0.055 -0.020 0.008
C -1.7067 -0.1739 5.0320 -0.032 0.002 -0.009
C -3.5835 0.0190 3.4045 0.016 -0.004 -0.008
C -1.5285 1.3467 3.0224 0.029 0.043 -0.003
N -0.2204 -2.2793 -1.5647 0.075 -0.154 -0.029
N 0.3820 -1.0867 -1.8248 0.148 0.078 0.296
C 1.0556 -1.2230 -2.9670 -0.050 0.055 -0.025
C 0.9482 -2.5463 -3.4120 -0.036 -0.073 0.042
C 0.1234 -3.1820 -2.5051 -0.007 0.122 -0.117
C -0.3832 -4.5818 -2.5166 -0.025 -0.054 0.016
C 1.6245 -0.0595 -3.7407 -0.016 0.000 -0.021
C 1.3458 1.2497 -3.0079 -0.020 0.025 0.015
C 0.8777 0.0031 -5.0848 -0.009 0.002 0.003
C 3.1153 -0.2685 -4.0224 -0.020 0.029 -0.030
C -2.5153 2.6314 -1.1810 0.006 -0.052 0.036
C -3.6095 3.2599 -0.3093 -0.001 0.004 -0.016
C -1.1461 2.9654 -0.5814 0.028 0.055 -0.003
C -2.5871 3.2077 -2.6002 -0.036 0.026 -0.005
H -5.3596 -1.7629 -2.3072 0.003 0.015 0.002
H -4.5905 -2.6885 -1.0145 0.001 -0.009 -0.010
H -3.9124 -2.7179 -2.6419 -0.008 -0.008 0.005
H -4.7997 0.8618 -2.0725 -0.004 0.001 -0.004
H -2.1321 -3.2229 -0.9267 -0.078 -0.120 0.002
H -2.0723 -2.9814 3.8596 -0.001 -0.005 0.006
H -1.7664 -5.1733 2.3020 -0.003 0.014 0.005
H -0.6897 -4.9394 0.9230 -0.009 -0.004 -0.011
H -2.4334 -4.7810 0.7142 0.010 -0.004 -0.006
H -2.0666 -1.1376 5.3955 -0.002 -0.004 -0.004
H -2.2008 0.6009 5.6219 0.020 0.016 -0.014
H -0.6355 -0.1198 5.2068 0.048 -0.001 0.008
H -4.0205 -0.8939 3.8108 0.007 -0.005 -0.005
H -3.8704 0.0968 2.3534 -0.002 0.006 -0.009
H -4.0056 0.8695 3.9436 0.005 0.001 0.007
H -0.4391 1.4091 3.0654 0.004 -0.030 -0.005
H -1.9384 2.1643 3.6186 0.012 0.011 0.000
H -1.8676 1.4895 1.9935 -0.014 -0.001 0.007
H 1.3749 -2.9779 -4.3014 0.008 0.000 -0.003
H 0.0960 -5.1402 -3.3179 0.007 0.011 -0.001
H -1.4615 -4.6111 -2.6760 0.004 -0.005 0.005
H -0.1737 -5.0878 -1.5739 -0.016 0.003 0.000
H 0.2683 1.3745 -2.8749 0.013 -0.003 -0.033
H 1.7123 2.0970 -3.5904 0.015 -0.004 0.008
H 1.8256 1.2893 -2.0295 -0.039 -0.040 -0.022
H -0.1955 0.1245 -4.9274 -0.006 0.004 0.002
H 1.0345 -0.9045 -5.6671 0.001 -0.002 -0.002
H 1.2385 0.8501 -5.6715 0.012 0.000 -0.002
H 3.6693 -0.5109 -3.1199 0.039 -0.009 0.071
H 3.5510 0.6276 -4.4681 -0.009 0.001 -0.013
H 3.2587 -1.0915 -4.7237 -0.002 -0.016 0.018
H -3.5736 2.8648 0.7076 -0.003 0.002 0.013
H -4.5996 3.0529 -0.7160 -0.002 -0.006 0.001
H -3.4828 4.3430 -0.2647 0.007 0.003 0.003
H -1.0284 2.5550 0.4271 -0.011 -0.010 -0.008
H -1.0402 4.0477 -0.4861 -0.009 0.000 -0.016
H -0.3270 2.6268 -1.2238 -0.020 -0.036 0.026
H -3.5594 3.0090 -3.0519 0.005 0.000 -0.003
H -1.8213 2.7678 -3.2423 0.001 -0.004 0.002
H -2.4385 4.2889 -2.5779 0.003 0.002 0.001
C 3.9989 1.2092 -0.7590 0.092 0.042 0.091
P 2.7462 0.7342 0.4897 -0.239 -0.092 0.212
C 2.9215 2.1317 1.6562 -0.004 0.000 0.012
C 3.5804 -0.7263 1.1799 0.092 0.069 -0.004
C 4.7766 -0.6357 1.8881 -0.009 0.007 -0.072
C 5.4115 -1.7834 2.3331 0.012 -0.028 -0.014
C 4.8607 -3.0309 2.0664 0.054 -0.007 0.038
C 3.6780 -3.1264 1.3503 -0.031 -0.037 -0.013
C 3.0398 -1.9773 0.9088 -0.010 -0.057 -0.011
H 4.9055 1.5074 -0.2282 -0.001 -0.016 -0.011
H 3.6812 2.0319 -1.3959 -0.031 0.023 0.018
H 4.2364 0.3439 -1.3700 -0.011 0.003 -0.076
H 3.8395 2.0717 2.2409 0.017 -0.023 -0.038
H 2.0757 2.1563 2.3397 0.021 -0.008 -0.001
H 2.9465 3.0501 1.0670 -0.029 0.011 -0.007
H 5.2228 0.3305 2.0962 -0.019 0.004 0.003
H 6.3432 -1.7069 2.8797 0.001 -0.004 0.000
H 5.3590 -3.9277 2.4116 0.005 0.004 -0.009
H 3.2484 -4.0965 1.1362 0.002 0.003 0.007
H 2.1069 -2.0627 0.3592 -0.007 0.005 -0.003
S 1.5878 -0.3279 3.6948 -0.173 -0.086 0.051
C 2.9247 -0.0175 4.6355 0.034 -0.053 -0.025
N 3.3924 1.2023 4.9902 0.049 -0.099 -0.020
C 4.4940 1.1224 5.9440 0.061 0.034 0.045
C 4.7760 -0.3961 6.0140 0.070 -0.016 0.042
N 3.7363 -0.9454 5.1606 -0.085 0.087 0.079
H 2.7811 1.9949 4.9203 -0.008 0.057 0.010
H 4.2099 1.5253 6.9166 -0.018 -0.008 -0.017
H 5.3618 1.6740 5.5829 -0.018 0.012 0.031
H 4.6937 -0.7773 7.0323 0.025 -0.002 -0.025
H 5.7700 -0.6382 5.6347 -0.020 -0.008 -0.014
H 3.5667 -1.9215 4.9986 0.040 -0.020 -0.019
```
Positions in Å, forces in eV/Å.

Calculated values
Total charge   +1
Frontier orbital gap (alpha / beta)   8.662 / 8.799 eV
Spin multiplicity   4
LUMO (alpha / beta)   -0.0671 / -0.0625 Ha

Atom charges from the Löwdin analysis, given in e for atoms 1 to 5: 0.81, -0.01, -0.25, 0.05, -0.23

***

No. 2
Below is a single C3H5NS molecule at a distorted geometry, with properties calculated with the ωB97M-V functional and the def2-TZVPD basis.

Structure (XYZ):
```
10
Properties=species:S:1:pos:R:3:forces:R:3
C 1.1469 0.2189 -0.3118 -3.020 0.885 1.701
N -0.2698 0.0265 -0.7058 -0.247 0.567 -0.457
C -1.1908 -0.4597 0.2278 2.224 1.243 -2.094
C -2.3487 0.1980 0.0290 2.531 1.131 -2.131
S -1.2778 1.1793 -1.6738 -0.883 -2.361 3.738
H 1.7941 0.2443 -1.1004 1.454 -0.254 -2.429
H 1.2955 1.1996 0.2168 -0.155 -1.112 0.189
H 1.2594 -0.7035 0.2405 0.981 0.201 0.698
H -0.6847 -1.2192 0.8208 -1.219 -0.100 0.696
H -3.3513 -0.0607 -0.0070 -1.666 -0.200 0.089
```
Positions in Å, forces in eV/Å.

Calculated values
Frontier orbital gap   8.147 eV
Spin multiplicity   1
Structure (SMILES)   Cn1ccs1
LUMO   -0.0085 Ha

Atom charges from the Löwdin analysis, given in e for atoms 1 to 5: -0.10, -0.55, -0.30, -0.08, 0.70

***

No. 3
Below is 13 unconnected molecules or ions with the total composition C39H104O39S13 at a distorted geometry, with properties calculated with the ωB97M-V functional and the def2-TZVPD basis.

Structure (XYZ):
```
195
Properties=species:S:1:pos:R:3:forces:R:3
O -2.4604 -4.1962 6.5822 -0.014 0.349 0.040
S -3.3917 -3.4722 5.7769 -0.170 -0.401 -0.896
O -3.6104 -2.0575 5.9476 -0.112 -0.990 0.117
O -2.8919 -3.7112 4.2684 0.074 -0.206 0.617
C -3.6873 -3.2106 3.2040 -1.242 1.204 -1.505
C -2.8204 -2.6000 2.1191 0.936 -0.204 0.293
C -4.9455 -4.3879 5.7626 0.287 1.201 0.235
H -4.3873 -2.4210 3.4986 0.193 -0.121 0.646
H -4.3158 -3.9932 2.7673 0.244 -0.313 0.299
H -3.3178 -1.9747 1.3804 -0.612 -0.350 0.116
H -2.2820 -3.4014 1.6094 0.235 0.235 -0.046
H -2.1124 -1.9104 2.5864 0.186 -0.228 -0.007
H -5.3983 -4.1220 6.7168 -0.196 -0.183 -0.052
H -4.8119 -5.4578 5.6561 0.353 0.030 0.023
H -5.5249 -3.9723 4.9419 -0.191 -0.066 0.077
O -3.1191 0.7305 1.2669 -0.668 -0.197 -0.004
S -4.3029 0.8304 0.4452 0.065 0.506 -1.945
O -5.1567 -0.3047 0.1898 0.351 0.916 1.033
O -5.2002 2.0701 0.9682 0.186 -1.528 -0.197
C -4.5525 3.2797 1.3177 0.046 1.245 2.154
C -5.5709 4.0378 2.2008 0.239 1.154 -2.075
C -3.8295 1.5037 -1.1714 -0.349 -0.384 1.294
H -4.1990 3.8764 0.4738 -0.458 -0.239 -0.330
H -3.6794 3.1523 1.9660 0.079 -0.705 -0.317
H -6.4715 4.1640 1.5937 -0.425 -0.654 0.483
H -5.2841 5.0960 2.2300 0.492 -0.188 0.574
H -5.7202 3.6275 3.1894 -0.115 -0.174 -0.046
H -4.6591 2.1288 -1.4876 0.114 0.105 -0.121
H -3.7035 0.6793 -1.8665 0.260 0.010 0.030
H -2.9160 2.0437 -0.9475 0.053 0.185 -0.602
O 2.8281 6.0394 -2.6854 0.229 -1.160 -0.414
S 3.2904 4.6807 -2.5379 0.610 0.405 2.094
O 3.3916 3.7369 -3.6164 -0.398 0.480 0.208
O 4.7513 4.8246 -1.8468 -1.076 0.284 -0.417
C 5.6775 3.7560 -1.9882 2.086 -0.314 -0.113
C 6.6988 3.9201 -0.8513 -1.059 0.442 0.778
C 2.3981 3.9990 -1.1005 -0.424 0.117 -1.605
H 6.2895 3.9646 -2.8726 -0.573 -0.421 -0.365
H 5.2087 2.7761 -2.0679 -0.102 0.073 0.087
H 6.1863 3.9075 0.1169 -0.106 0.176 -0.050
H 7.0941 4.9260 -0.9971 0.303 -0.091 0.273
H 7.4996 3.1979 -0.7122 -0.045 -0.198 -0.813
H 1.3720 3.9501 -1.4701 -0.092 -0.040 0.209
H 2.4465 4.7254 -0.2976 0.242 -0.011 0.031
H 2.7084 2.9872 -0.8536 0.353 0.087 -0.009
O 5.8042 -1.4994 0.0874 0.691 0.385 -0.160
S 7.0413 -0.7560 0.0230 0.392 -0.287 1.347
O 7.6345 -0.3537 -1.2098 -0.460 0.160 0.323
O 6.8459 0.5820 0.9376 0.507 -0.796 -0.577
C 5.9294 0.4506 2.0444 -0.350 -0.192 0.553
C 4.6054 1.0270 1.6356 -0.823 0.108 -0.331
C 8.3308 -1.6692 0.9498 -0.530 0.599 -0.684
H 6.3145 0.9566 2.9317 0.449 0.241 -0.398
H 5.8487 -0.6007 2.3301 -0.116 0.022 -0.109
H 4.7340 1.9995 1.1585 0.185 -0.008 -0.081
H 3.8901 1.2023 2.4431 0.381 -0.262 0.304
H 4.1086 0.3644 0.9221 0.080 0.081 -0.097
H 8.3373 -2.6759 0.5399 -0.071 -0.036 0.052
H 8.1535 -1.6674 2.0211 -0.232 -0.013 -0.031
H 9.2693 -1.1731 0.7167 -0.011 0.041 0.038
O 4.2538 -0.8943 -6.6127 -0.510 0.615 0.695
S 4.0217 0.0930 -5.5829 -0.262 0.617 -0.586
O 4.3543 -0.1984 -4.2282 0.463 0.271 -0.078
O 4.8046 1.4463 -6.0385 -0.348 -1.476 0.876
C 4.7015 1.8392 -7.4083 0.303 0.544 -0.614
C 6.0356 2.4546 -7.7795 0.856 1.068 -0.246
C 2.3287 0.7135 -5.5904 0.451 0.113 -1.428
H 3.8836 2.5669 -7.4580 0.233 0.146 -0.089
H 4.4409 1.0322 -8.0954 0.125 -0.309 0.387
H 6.3550 3.2019 -7.0479 -0.349 -0.051 0.190
H 6.0420 3.0094 -8.7233 -0.562 -0.160 -0.047
H 6.9126 1.8112 -7.8724 -0.508 -0.676 0.201
H 1.6716 0.1063 -4.9805 0.104 -0.087 0.051
H 2.0646 0.7032 -6.6527 -0.299 -0.389 0.102
H 2.2898 1.7731 -5.3426 0.362 -0.149 0.674
O 3.1121 -4.1052 6.4483 -1.170 0.485 0.168
S 1.7316 -3.7442 6.6819 -0.280 -0.249 -0.080
O 1.3147 -2.9941 7.8453 0.589 -0.844 -0.533
O 1.2710 -2.8975 5.4142 0.643 0.147 0.248
C 0.0282 -2.1728 5.4504 -0.751 0.375 -1.496
C 0.1809 -0.8692 4.6436 0.301 -1.123 0.734
C 0.6815 -5.2197 6.4866 0.506 0.547 0.989
H -0.3939 -1.9849 6.4318 0.482 -0.285 0.292
H -0.6563 -2.7723 4.8486 -0.232 -0.215 0.481
H -0.6761 -0.2513 4.9059 0.102 0.279 -0.231
H 0.1685 -1.1538 3.5930 0.066 0.407 -0.128
H 1.1369 -0.4240 4.9204 -0.136 0.382 -0.093
H 0.3702 -5.3418 5.4554 0.033 0.120 -0.037
H -0.1426 -5.0508 7.1754 -0.263 -0.007 -0.320
H 1.2377 -6.0823 6.8468 0.178 0.056 -0.147
O -0.3356 2.1198 9.5419 -0.604 -0.189 0.146
S 0.3926 3.1163 8.8392 0.838 1.099 -0.147
O 1.7942 2.8645 8.6121 -0.636 0.325 -0.215
O -0.3401 3.4689 7.4424 0.032 0.389 0.673
C -0.2112 2.5243 6.3710 0.903 0.062 -0.951
C 0.8871 2.9897 5.3999 0.527 0.056 1.132
C 0.1811 4.7667 9.5961 -0.234 -0.481 -0.329
H -1.1104 2.5817 5.7589 -0.485 -0.436 0.729
H -0.0172 1.5561 6.8328 -0.220 -0.224 -0.503
H 1.8251 3.1037 5.9479 -0.010 0.027 -0.012
H 0.6068 3.9781 5.0356 0.027 -0.075 -0.274
H 1.0949 2.2954 4.5878 -0.400 -0.032 0.028
H -0.3000 5.4137 8.8674 0.125 -0.053 -0.094
H 1.1554 5.1588 9.8695 0.090 -0.165 -0.079
H -0.4653 4.7087 10.4681 0.063 -0.320 0.009
O -6.8980 -4.5869 -6.1969 0.482 -0.727 0.029
S -6.2157 -5.4899 -5.3023 -0.442 1.011 2.010
O -5.2824 -6.4722 -5.7528 -0.179 0.022 -0.429
O -5.5101 -4.6041 -4.1534 -0.464 -0.362 -0.017
C -4.3912 -3.7275 -4.4822 -0.818 -0.595 0.317
C -4.0410 -3.0195 -3.1869 0.573 0.843 -0.346
C -7.4438 -6.2001 -4.1551 0.731 0.707 -1.401
H -4.8121 -3.0420 -5.2193 0.755 -0.008 -0.323
H -3.6176 -4.4189 -4.8190 0.224 0.558 -0.370
H -4.3174 -3.6349 -2.3353 0.021 0.141 0.098
H -4.4651 -2.0139 -3.1473 -0.677 -0.310 0.224
H -2.9845 -2.7430 -3.1379 0.167 -0.619 -0.085
H -8.0355 -6.8082 -4.8362 -0.220 -0.262 0.432
H -7.9942 -5.3385 -3.7919 -0.168 -0.082 0.014
H -6.9477 -6.7225 -3.3473 0.048 -0.237 -0.146
O -3.8491 2.1561 -4.4381 0.482 -0.696 0.037
S -3.1441 1.0609 -5.0563 0.368 -0.898 -1.005
O -2.4634 0.0173 -4.3071 -0.892 1.281 -0.387
O -4.1560 0.2839 -6.0632 0.141 0.282 0.665
C -5.5153 0.7076 -6.0737 -1.883 0.471 -0.067
C -6.3151 0.3433 -4.8209 0.633 -0.217 0.113
C -2.0256 1.6577 -6.3376 0.289 -0.184 2.023
H -6.0430 0.2450 -6.9078 0.765 -0.410 -0.233
H -5.6242 1.7757 -6.2761 0.494 0.069 0.129
H -7.3254 0.0288 -5.0741 -0.031 0.107 -0.046
H -6.3486 1.1623 -4.1059 0.016 -0.060 0.053
H -5.8164 -0.5130 -4.3591 -0.168 0.008 0.142
H -2.3723 2.6359 -6.6491 -0.198 -0.249 -0.606
H -1.9202 0.8217 -7.0177 -0.108 0.353 -0.469
H -1.0901 1.7942 -5.7895 0.090 0.039 -0.162
O 0.4410 -2.3525 1.3290 0.122 0.280 -0.054
S 1.5270 -3.2798 1.4199 1.898 -0.864 -0.070
O 1.3089 -4.5785 1.9820 -0.215 0.099 -0.677
O 2.2049 -3.4717 -0.0617 -1.546 -0.750 1.464
C 2.3729 -2.2732 -0.7911 0.369 1.712 -1.276
C 3.4759 -2.4981 -1.8056 1.269 -0.410 0.375
C 2.9806 -2.6303 2.2416 1.010 0.889 -0.969
H 2.6982 -1.4619 -0.1255 0.136 -0.161 0.025
H 1.4532 -1.8727 -1.2284 -0.093 -0.658 -0.016
H 3.3879 -3.2605 -2.5804 -0.824 -0.143 0.230
H 4.3099 -2.8237 -1.1789 0.180 -0.074 -0.268
H 3.8621 -1.6254 -2.3316 -0.526 0.372 0.278
H 3.2548 -3.0622 3.1987 -0.894 0.170 0.314
H 2.9857 -1.5413 2.1616 -0.455 0.033 0.783
H 3.8572 -2.8315 1.6144 -0.357 -0.534 -0.260
O -0.2533 5.4438 -0.1619 0.283 0.789 0.239
S 0.1224 6.7257 0.3920 -1.397 0.914 -0.085
O 1.4669 7.0427 0.7375 0.033 -0.522 0.223
O -0.3424 7.9263 -0.5485 0.472 -0.060 -0.472
C -1.2556 7.6495 -1.6481 0.002 -0.274 0.157
C -1.3685 8.8555 -2.5487 0.180 1.048 0.417
C -0.9680 7.0923 1.7871 0.979 -0.997 0.278
H -2.2048 7.4215 -1.1544 -0.121 -0.218 -0.482
H -0.8359 6.7925 -2.1716 -0.388 -0.093 -0.074
H -1.6795 9.7361 -1.9782 -0.023 -0.126 0.158
H -2.1119 8.7696 -3.3391 0.007 -0.527 0.030
H -0.4220 9.1478 -3.0033 0.094 -0.352 -0.013
H -1.9488 7.4712 1.5238 0.116 0.063 -0.358
H -0.4081 7.7612 2.4352 -0.176 0.211 -0.064
H -1.0691 6.1321 2.2967 -0.111 0.089 0.106
O -0.2910 -9.3900 -1.8787 0.588 0.850 -0.096
S 0.5085 -8.2861 -1.4143 -1.013 -1.219 1.039
O 1.7633 -7.9349 -1.9984 -0.081 0.079 -0.228
O -0.4800 -7.0169 -1.4153 0.414 -0.868 -0.075
C 0.0758 -5.6866 -1.4220 0.103 -0.170 -1.135
C -1.0463 -4.7495 -1.8079 -0.107 0.370 0.456
C 0.7350 -8.4991 0.3597 0.328 1.383 -0.242
H 0.8208 -5.6186 -2.2205 0.164 -0.197 0.255
H 0.5742 -5.4980 -0.4719 -0.326 0.242 0.072
H -1.9304 -4.8660 -1.1781 0.218 0.236 0.319
H -1.4297 -4.8614 -2.8225 0.458 -0.365 -0.130
H -0.6167 -3.7463 -1.7390 -0.352 0.136 0.151
H -0.2450 -8.4788 0.8262 -0.005 -0.062 -0.015
H 1.2954 -7.5888 0.5988 -0.246 0.021 0.380
H 1.3479 -9.3132 0.7329 -0.121 -0.407 -0.705
O -0.8726 1.9183 -1.9817 0.101 -0.435 -0.042
S -0.0957 0.7248 -1.7729 -1.128 -0.828 -0.064
O 0.7146 0.2148 -2.8353 0.561 0.430 0.501
O 0.7957 1.0099 -0.4666 0.514 -0.578 -0.960
C 0.1806 1.7209 0.5842 -1.850 1.219 2.062
C 1.0487 1.7371 1.8403 0.345 -0.577 -0.701
C -1.0779 -0.7180 -1.2179 1.241 1.393 0.998
H -0.7940 1.3105 0.8857 0.239 -0.683 -0.326
H -0.1565 2.7359 0.3436 0.859 0.055 -0.722
H 0.9784 0.7702 2.3423 0.198 -0.033 -0.018
H 0.7485 2.4945 2.5610 -0.196 0.147 -0.316
H 2.0853 1.9147 1.5495 -0.028 0.087 0.159
H -1.4857 -1.2690 -2.0535 -0.306 0.316 -0.109
H -1.7267 -0.3300 -0.4342 -0.606 -0.258 -0.364
H -0.3485 -1.3065 -0.6579 -0.041 -0.176 -0.257
```
Positions in Å, forces in eV/Å.

Calculated values
Frontier orbital gap   10.604 eV
Spin multiplicity   1
LUMO   -0.0083 Ha

Atom charges from the Löwdin analysis, given in e for atoms 1 to 5: -0.27, 0.59, -0.27, -0.26, -0.29